[1]
{"formula": "C30H42AsIN5O5SSr", "method": "the ωB97M-V functional and the def2-TZVPD basis", "e_above_lowest_kcal_mol": 8.3, "molar_mass_g_mol": 874.209, "largest_force_ha_per_bohr": 0.00362, "homo_lumo_gap_ev": 6.589, "e_lumo_ev": 2.22, "spin_multiplicity": 1, "total_charge": -1, "species": ["Sr", "C", "C", "N", "C", "C", "C", "C", "C", "C", "C", "N", "C", "C", "N", "N", "H", "H", "H", "H", "H", "H", "H", "H", "H", "H", "H", "H", "H", "H", "H", "H", "H", "H", "O", "S", "O", "O", "O", "C", "As", "C", "C", "H", "H", "H", "H", "H", "H", "H", "H", "H", "N", "C", "O", "C", "I", "H", "H", "H", "H", "C", "C", "C", "C", "C", "C", "C", "C", "C", "C", "C", "C", "C", "C", "H", "H", "H", "H", "H", "H", "H", "H", "H", "H", "H"], "xyz": [[0.239, 0.406, 0.008], [-2.812, 0.156, -1.898], [-2.206, 1.436, -2.462], [-0.746, 1.380, -2.456], [-0.117, 2.669, -2.718], [-0.217, 3.575, -1.513], [0.039, 4.936, -1.602], [-0.027, 5.694, -0.444], [-0.369, 5.085, 0.753], [-0.609, 3.719, 0.752], [-0.938, 2.962, 2.022], [-1.507, 1.649, 1.737], [-2.848, 1.704, 1.166], [-3.268, 0.368, 0.559], [-2.405, -0.099, -0.526], [-0.534, 2.996, -0.359], [-2.477, -0.686, -2.510], [-3.906, 0.210, -1.993], [-2.510, 2.279, -1.839], [-2.608, 1.621, -3.469], [-0.414, 0.696, -3.124], [-0.553, 3.183, -3.587], [0.941, 2.508, -2.941], [0.315, 5.378, -2.550], [0.195, 6.753, -0.477], [-0.432, 5.651, 1.674], [-1.595, 3.584, 2.649], [-0.001, 2.810, 2.565], [-1.507, 1.091, 2.586], [-2.854, 2.471, 0.390], [-3.597, 2.000, 1.918], [-4.311, 0.457, 0.221], [-3.245, -0.389, 1.345], [-2.160, -1.075, -0.392], [2.850, -0.038, 0.848], [2.984, 1.265, 0.152], [4.373, 1.712, 0.039], [2.371, 1.077, -1.218], [2.113, 2.246, 0.852], [2.157, -1.037, -3.721], [0.995, -1.840, -2.366], [0.616, -3.540, -3.276], [2.354, -2.565, -1.168], [2.946, -1.732, -4.014], [2.591, -0.141, -3.278], [1.580, -0.761, -4.605], [1.549, -3.979, -3.630], [-0.059, -3.401, -4.120], [0.150, -4.219, -2.562], [3.090, -3.122, -1.751], [1.852, -3.229, -0.464], [2.835, -1.765, -0.606], [4.754, 2.239, -2.740], [3.725, 3.101, -2.922], [3.056, 3.172, -3.943], [3.479, 4.024, -1.744], [3.660, 6.068, -2.333], [4.775, 1.492, -3.417], [4.904, 1.956, -1.768], [4.165, 3.856, -0.924], [2.464, 3.900, -1.382], [-1.378, -6.829, 3.253], [-0.638, -5.750, 3.720], [-0.443, -4.630, 2.926], [-0.994, -4.554, 1.644], [-1.719, -5.656, 1.183], [-1.916, -6.778, 1.974], [-0.819, -3.374, 0.761], [-0.594, -2.096, 1.094], [-0.611, -1.568, 2.450], [0.501, -0.875, 2.970], [0.419, -0.173, 4.165], [-0.768, -0.127, 4.888], [-1.872, -0.826, 4.405], [-1.795, -1.536, 3.218], [-1.526, -7.703, 3.876], [-0.198, -5.785, 4.710], [0.150, -3.805, 3.296], [-2.136, -5.621, 0.181], [-2.487, -7.615, 1.591], [-0.901, -3.637, -0.299], [1.438, -0.865, 2.418], [1.295, 0.357, 4.520], [-0.832, 0.435, 5.812], [-2.801, -0.821, 4.964], [-2.660, -2.084, 2.858]], "forces_ev_per_a": [[-0.11, -0.07, 0.13], [0.00, 0.09, 0.02], [0.05, 0.01, -0.02], [-0.07, 0.03, 0.00], [-0.02, -0.01, -0.04], [-0.01, 0.00, 0.05], [0.01, 0.02, -0.01], [0.00, -0.02, 0.00], [0.00, -0.02, 0.00], [0.01, 0.03, 0.04], [0.04, 0.02, -0.01], [0.06, 0.01, 0.00], [-0.07, 0.00, -0.05], [0.06, -0.10, -0.09], [-0.03, 0.01, -0.02], [0.05, 0.00, -0.05], [0.01, -0.01, 0.00], [-0.01, 0.00, -0.01], [0.02, 0.01, -0.01], [-0.01, 0.00, 0.00], [0.00, -0.01, -0.01], [0.00, 0.00, 0.01], [0.01, -0.02, 0.01], [0.00, 0.00, 0.00], [0.00, 0.00, 0.00], [0.00, 0.00, 0.00], [0.00, 0.00, 0.00], [0.01, 0.01, 0.00], [0.00, -0.03, 0.00], [0.00, 0.01, 0.02], [-0.02, 0.00, -0.01], [-0.01, -0.01, 0.00], [0.00, 0.01, 0.00], [-0.01, 0.00, 0.17], [-0.07, -0.05, -0.03], [0.06, -0.04, -0.01], [0.01, 0.00, 0.02], [0.01, 0.01, -0.08], [-0.05, 0.03, 0.07], [0.02, -0.03, -0.01], [0.13, -0.11, 0.02], [-0.05, 0.03, -0.03], [0.02, -0.01, -0.03], [0.00, 0.00, 0.01], [0.00, 0.01, 0.00], [-0.01, 0.00, 0.01], [-0.01, -0.01, 0.00], [-0.01, 0.03, 0.01], [-0.01, -0.02, -0.01], [0.01, 0.00, 0.00], [0.02, 0.00, 0.00], [-0.02, 0.04, -0.02], [-0.03, -0.05, -0.01], [-0.08, 0.12, -0.07], [0.05, -0.02, 0.00], [0.01, -0.05, 0.05], [0.00, 0.01, -0.01], [0.01, 0.00, -0.01], [0.00, 0.00, 0.02], [0.02, 0.04, 0.00], [-0.01, -0.01, 0.00], [-0.01, -0.01, 0.00], [0.01, 0.01, -0.01], [0.00, 0.00, 0.01], [0.00, -0.01, 0.00], [0.02, 0.01, 0.01], [0.00, 0.00, 0.00], [0.01, 0.00, 0.02], [0.00, 0.10, -0.06], [0.00, 0.02, 0.01], [0.03, 0.00, 0.02], [-0.01, -0.01, -0.02], [-0.01, 0.01, 0.02], [0.01, 0.00, -0.01], [0.00, 0.00, -0.01], [0.00, 0.00, 0.00], [0.00, 0.00, 0.00], [-0.01, -0.01, 0.00], [0.00, -0.01, 0.00], [0.00, 0.00, 0.00], [0.00, 0.01, 0.01], [-0.02, 0.00, 0.00], [0.00, 0.00, 0.00], [0.00, 0.00, 0.00], [0.00, 0.00, 0.00], [0.00, 0.00, 0.00]], "lowdin_charge": [1.2780, -0.2114, -0.2141, -0.1129, -0.1481, -0.2551, -0.0465, -0.0558, -0.0116, -0.2681, -0.1525, -0.1053, -0.2032, -0.1896, -0.1195, 0.0916, 0.1123, 0.1116, 0.1063, 0.1181, 0.0797, 0.1295, 0.1037, 0.1040, 0.1054, 0.1126, 0.1231, 0.1283, 0.0857, 0.1028, 0.1208, 0.1142, 0.0991, 0.0645, -0.4405, 0.2094, -0.3642, -0.5151, -0.4202, -0.3216, 1.0388, -0.3381, -0.2988, 0.0224, -0.0075, 0.0174, 0.0183, 0.0096, 0.0043, 0.0264, 0.0147, 0.0011, 0.1669, -0.6873, -0.0215, -0.5597, 0.7707, 0.1043, 0.0611, 0.0368, 0.0210, -0.1202, -0.0936, -0.0319, -0.2204, -0.0611, -0.1107, -0.1548, -0.1592, -0.3302, -0.0822, -0.0929, -0.1279, -0.1135, -0.0861, 0.0888, 0.0962, 0.1104, 0.1021, 0.0913, 0.0623, 0.0867, 0.1075, 0.0867, 0.0945, 0.1118]}

=====

[2]
{"formula": "C30H42Br2IrN2P2", "method": "the ωB97M-V functional and the def2-TZVPD basis", "molar_mass_g_mol": 844.653, "largest_force_ha_per_bohr": 0.07956, "homo_lumo_gap_ev": [6.074, 3.888], "e_lumo_ev": [-11.99, -14.17], "spin_multiplicity": 6, "total_charge": 4, "species": ["C", "C", "C", "C", "N", "C", "C", "C", "C", "C", "C", "C", "C", "C", "Ir", "P", "H", "H", "H", "H", "H", "H", "H", "H", "C", "C", "H", "H", "H", "H", "H", "C", "C", "H", "H", "H", "H", "H", "C", "C", "H", "H", "H", "H", "H", "Br", "P", "C", "C", "H", "H", "H", "H", "H", "C", "C", "H", "H", "H", "H", "H", "C", "C", "H", "H", "H", "H", "H", "Br", "C", "C", "C", "C", "N", "C", "H", "H", "H", "H"], "xyz": [[-0.191, 6.773, -3.432], [-0.283, 5.412, -3.826], [-0.679, 5.181, -5.154], [-0.969, 6.264, -6.008], [-0.905, 7.517, -5.581], [-0.498, 7.788, -4.352], [-0.010, 4.248, -2.961], [0.292, 3.382, -2.154], [0.724, 2.594, -1.048], [1.526, 3.017, -0.007], [1.445, 2.480, 1.278], [0.466, 1.602, 1.610], [-0.695, 1.373, 0.522], [-0.168, 1.521, -0.826], [-0.199, -0.525, -0.036], [1.748, -1.098, 1.066], [-0.797, 4.163, -5.532], [0.086, 7.053, -2.419], [-1.262, 6.067, -7.052], [-0.415, 8.838, -4.068], [-0.739, 1.288, -1.722], [2.294, 3.741, -0.233], [-1.783, 1.591, 0.484], [2.092, 2.873, 2.055], [1.841, -2.689, 2.069], [2.698, -3.845, 1.556], [0.805, -3.019, 2.223], [2.201, -2.373, 3.063], [2.693, -4.658, 2.297], [2.334, -4.276, 0.614], [3.753, -3.579, 1.420], [2.422, -1.411, -0.641], [3.058, -0.195, -1.295], [1.565, -1.736, -1.266], [3.131, -2.240, -0.546], [3.235, -0.427, -2.354], [2.418, 0.698, -1.262], [4.021, 0.034, -0.830], [3.348, -0.252, 1.828], [4.617, -1.064, 1.785], [3.098, 0.008, 2.860], [3.450, 0.709, 1.314], [5.469, -0.419, 1.992], [4.629, -1.834, 2.551], [4.800, -1.537, 0.824], [0.932, 1.420, 3.580], [-1.714, -2.870, -0.635], [-0.100, -3.629, -0.842], [-0.094, -5.146, -1.093], [0.450, -3.401, 0.089], [0.388, -3.134, -1.693], [0.952, -5.483, -1.207], [-0.548, -5.703, -0.255], [-0.635, -5.405, -2.020], [-2.048, -2.651, 1.157], [-3.472, -3.064, 1.516], [-1.849, -1.565, 1.311], [-1.299, -3.259, 1.698], [-3.664, -2.852, 2.568], [-4.236, -2.542, 0.934], [-3.628, -4.138, 1.365], [-1.880, -1.363, -1.541], [-2.304, -1.614, -3.010], [-0.751, -0.911, -1.505], [-2.575, -0.670, -1.063], [-2.571, -0.658, -3.483], [-1.526, -2.105, -3.615], [-3.203, -2.257, -3.020], [-3.591, -2.145, 5.461], [-3.057, -0.664, 4.447], [-3.690, 0.577, 4.602], [-3.290, 1.624, 3.769], [-2.287, 1.385, 2.831], [-1.840, 0.167, 2.596], [-2.038, -0.801, 3.497], [-4.499, 0.711, 5.313], [-3.675, 2.642, 3.782], [-1.852, 2.184, 2.232], [-1.472, -1.715, 3.431]], "forces_ev_per_a": [[-0.14, -0.81, -0.18], [-0.35, 0.04, -0.52], [-0.13, 0.37, 0.14], [-0.52, -0.22, -1.66], [1.01, -3.10, 2.10], [0.02, 1.46, 0.37], [0.29, 0.67, 0.47], [1.24, 1.37, -0.67], [-1.11, -0.11, -0.63], [1.51, 0.59, 0.41], [1.36, 1.72, -2.47], [-2.58, 0.44, 0.92], [1.78, 0.68, 0.66], [-0.78, -0.45, -0.10], [2.01, 0.24, 3.16], [3.84, -0.76, 1.19], [0.06, 0.49, -0.11], [0.01, 0.13, -0.28], [0.08, 0.21, 0.46], [-0.03, -0.09, 0.02], [-0.82, 0.57, 0.49], [-0.06, 0.42, 0.19], [0.71, -0.69, 1.14], [0.24, -0.14, -0.51], [-0.69, 0.16, 0.19], [0.39, -0.29, -0.18], [0.22, -0.05, 0.08], [-0.15, 0.05, -0.35], [-0.14, 0.27, -0.15], [0.06, 0.12, 0.16], [-0.36, 0.02, -0.02], [-0.65, 0.04, 0.05], [0.30, 0.16, -0.33], [0.72, -0.14, -0.02], [-0.24, -0.09, -0.22], [0.09, 0.13, 0.26], [0.25, -0.30, 0.07], [-0.14, 0.08, -0.17], [-1.75, 0.88, -0.02], [0.10, -0.52, -0.15], [0.01, -0.20, -0.19], [0.05, -0.14, -0.10], [-0.05, 0.16, 0.00], [-0.03, -0.09, 0.04], [0.09, -0.01, -0.13], [-2.05, -0.87, -1.25], [-0.59, -1.75, 1.31], [0.34, -0.19, -0.58], [-0.08, -0.61, -0.04], [-0.16, -0.03, -0.34], [-0.11, -0.15, 0.16], [-0.51, 0.14, 0.08], [0.20, 0.21, -0.35], [0.24, 0.14, 0.43], [0.09, -0.33, -0.85], [-0.46, -0.06, 0.28], [-0.28, -0.54, 0.26], [-0.30, 0.28, -0.27], [0.02, -0.03, -0.03], [0.14, 0.07, -0.01], [0.14, 0.17, 0.01], [-0.27, 0.42, -0.61], [0.15, 0.27, -0.33], [-1.39, -0.44, -2.76], [-0.26, -0.20, 0.04], [0.13, -0.36, 0.08], [-0.22, 0.16, 0.29], [0.39, 0.32, 0.08], [0.15, 0.05, 0.08], [0.33, 0.38, 0.22], [-0.07, 0.08, -0.71], [0.67, 0.25, 0.01], [-1.28, -0.15, 0.17], [1.74, -0.53, 0.49], [-1.58, 0.62, 0.06], [0.12, -0.06, -0.01], [-0.19, -0.33, 0.52], [-0.70, 0.03, 0.28], [-0.04, -0.20, -0.14]], "lowdin_charge": [0.0695, -0.1431, 0.0489, 0.0164, 0.3242, 0.0096, 0.1516, 0.1079, -0.1905, 0.0487, -0.1970, -0.4575, -0.2694, -0.2163, 1.0300, 0.9055, 0.1480, 0.1468, 0.1755, 0.1715, 0.1161, 0.1537, 0.1362, 0.0939, -0.3557, -0.1063, 0.0490, 0.1019, 0.1102, 0.0646, 0.0755, -0.3995, -0.1097, 0.0281, 0.1002, 0.1039, 0.0466, 0.0864, -0.3466, -0.1077, 0.0294, 0.0632, 0.1079, 0.0859, 0.0738, 0.9317, 1.1241, -0.4035, -0.0883, 0.0339, 0.0839, 0.0989, 0.0972, 0.0977, -0.3883, -0.0952, 0.0152, 0.0950, 0.0460, 0.0935, 0.1010, -0.4601, -0.0792, -0.0060, 0.1038, 0.0947, 0.0973, 0.1047, 0.8833, -0.6505, -0.0389, 0.0054, -0.2058, -0.0211, -0.2040, 0.1310, 0.1316, 0.0905, 0.0995]}

=====

So what do the calculations give for E? Going down the list: -130096.31534; -196220.16218 eV.